DFT (wB97M-V/def2-TZVPD) results for an isolated molecule of C5H7NO2 at a distorted geometry.

Cartesian coordinates (Å):
C: 0.428 0.548 0.823
C: 0.436 -0.930 0.544
C: 1.105 -0.515 -0.893
C: 0.081 0.655 -0.798
C: -1.293 0.045 -0.749
H: -0.560 2.229 2.014
H: 1.399 0.687 1.061
H: 0.505 -1.809 1.098
H: 0.629 -1.233 -1.797
H: 2.196 -0.301 -1.075
H: 0.556 1.797 -1.054
H: -1.786 -1.269 0.472
N: -0.980 -1.203 -0.073
O: -0.405 1.172 1.824
O: -2.312 0.128 -1.396

As for the largest force on an atom: 0.1382 hartree/bohr. For the HOMO-LUMO gap, the calculation gives 10.20 eV. As for the LUMO energy: 0.478 eV. The net charge is 0. Its SMILES is O=C1N[C@H]2C[C@@H]1[C@H]2O.